[1]
ORCA calculation (the ωB97M-V functional and the def2-TZVPD basis) on C5H9NO as an isolated structure.

Each line ends with the natural charge from an NBO analysis.
Positions of all 16 atoms, in Å:
1 C -0.40 -1.15 1.18  -0.60
2 C 0.05 -0.10 0.17  -0.18
3 C -1.10 0.89 0.19  -0.58
4 C 1.47 0.48 0.27  -0.06
5 O 1.53 0.59 -1.18  -0.51
6 C 0.37 -0.13 -1.32  0.59
7 N -0.21 -0.55 -2.36  -0.71
8 H -1.24 -1.75 0.82  0.23
9 H 0.42 -1.84 1.49  0.22
10 H -0.95 -0.41 1.94  0.21
11 H -1.88 0.48 -0.47  0.23
12 H -1.50 0.84 1.29  0.19
13 H -0.78 1.87 -0.20  0.22
14 H 2.23 -0.24 0.61  0.18
15 H 1.61 1.44 0.76  0.19
16 H 0.39 -0.42 -3.18  0.36

Charge: 0
E_HOMO in eV: -9.91
Frontier orbital gap in eV: 10.825
Lowest unoccupied orbital energy in eV: 0.92

[2]
ORCA calculation (the ωB97M-V functional and the def2-TZVPD basis) on a 2-piece molecular cluster, C4H9NO overall.

Each line ends with the natural charge from an NBO analysis.
Positions of all 15 atoms, in Å:
1 C 2.37 -1.68 -0.51  -0.43
2 C 1.50 -0.62 -0.49  -0.17
3 C 0.42 -0.10 0.47  -0.32
4 C 0.10 1.24 0.44  0.01
5 N -0.96 1.88 1.20  -0.81
6 H 3.20 -1.79 -1.21  0.21
7 H 2.47 -2.09 0.48  0.19
8 H 1.58 0.11 -1.35  0.18
9 H -0.32 -0.87 0.76  0.21
10 H 0.36 1.77 -0.49  0.20
11 H -0.49 2.64 1.78  0.38
12 H -1.35 1.24 1.83  0.36
13 O -3.01 -0.29 -1.14  -0.96
14 H -2.52 -0.29 -0.32  0.48
15 H -3.36 -1.16 -1.46  0.49

Charge: 0
E_HOMO in eV: -8.37
Frontier orbital gap in eV: 9.235
Lowest unoccupied orbital energy in eV: 0.87

[3]
ORCA calculation (the ωB97M-V functional and the def2-TZVPD basis) on C7H8ClCuO7P2 as an isolated structure.

Each line ends with the natural charge from an NBO analysis.
Positions of all 26 atoms, in Å:
1 Cu -0.49 0.47 -1.64  0.67
2 O 1.83 2.80 -0.69  -1.05
3 P 0.59 3.38 -1.50  2.56
4 O 1.05 3.79 -2.85  -1.17
5 O -0.52 2.30 -1.41  -1.28
6 O -0.05 4.67 -0.70  -1.11
7 P -0.34 4.75 0.89  2.53
8 O -1.85 4.06 0.93  -1.03
9 O -0.38 6.18 1.36  -1.16
10 O 0.73 3.86 1.50  -1.22
11 H 1.72 3.04 0.28  0.54
12 H -1.93 3.32 0.30  0.51
13 Cl 0.05 -5.38 2.98  -0.06
14 C 0.07 -4.13 1.77  -0.11
15 C -1.12 -3.55 1.39  -0.24
16 C -1.17 -2.65 0.33  -0.24
17 C -0.02 -2.26 -0.46  0.06
18 C -0.18 -1.46 -1.68  -0.93
19 C 1.19 -2.83 0.05  -0.25
20 C 1.23 -3.77 1.06  -0.23
21 H -2.06 -3.90 1.87  0.21
22 H -2.20 -2.35 -0.05  0.20
23 H -1.06 -1.81 -2.20  0.20
24 H 0.68 -1.56 -2.30  0.20
25 H 2.07 -2.67 -0.49  0.20
26 H 2.17 -4.29 1.25  0.20

Charge: -2
E_HOMO in eV: -2.15
Frontier orbital gap in eV: 6.268
Lowest unoccupied orbital energy in eV: 4.11

[4]
ORCA calculation (the ωB97M-V functional and the def2-TZVPD basis) on C11H18BiClCr as an isolated structure.

Each line ends with the Mulliken spin population.
Positions of all 32 atoms, in Å:
1 Cr -1.11 1.59 1.30  3.70
2 Cl -2.23 3.50 0.90  0.02
3 C -2.04 -0.30 1.60  -0.27
4 H -2.17 -0.20 2.71  0.01
5 H -1.55 -1.29 1.50  0.01
6 H -3.02 -0.40 1.19  0.00
7 Bi 0.33 0.91 -2.66  0.00
8 C 2.54 0.38 -3.09  0.00
9 C -0.39 0.14 -4.70  0.00
10 C 0.17 -1.40 -2.31  -0.01
11 H -0.97 -0.66 -4.16  0.00
12 H -1.04 0.82 -5.28  0.00
13 H 0.44 -0.31 -5.28  0.00
14 H 2.51 -0.38 -2.27  0.00
15 H 2.64 -0.10 -4.08  0.00
16 H 3.28 1.19 -2.91  0.00
17 H -0.89 -1.41 -1.88  0.00
18 H 0.52 -1.25 -1.21  0.00
19 C 1.05 1.56 1.27  -0.36
20 C 0.91 0.80 2.55  0.02
21 C 0.23 1.42 3.61  -0.10
22 C 0.03 0.75 4.83  0.06
23 C 0.46 -0.57 4.96  -0.09
24 C 1.11 -1.23 3.90  0.05
25 C 1.36 -0.52 2.72  -0.06
26 H 1.16 2.66 1.41  0.02
27 H 1.84 1.22 0.61  -0.01
28 H -0.22 2.39 3.44  0.01
29 H -0.49 1.26 5.64  0.00
30 H 0.37 -1.09 5.92  -0.01
31 H 1.39 -2.26 4.03  0.00
32 H 1.80 -1.06 1.86  0.00

Charge: -1
E_HOMO (spin up / spin down) in eV: -2.59 / -2.61
Multiplicity: 4
Frontier orbital gap (spin up / spin down) in eV: 3.529 / 5.054
Lowest unoccupied orbital energy (spin up / spin down) in eV: 0.93 / 2.45

[5]
ORCA calculation (the ωB97M-V functional and the def2-TZVPD basis) on an isolated ion of composition C8H13N4O3 and charge -1.

Each line ends with the natural charge from an NBO analysis.
Positions of all 28 atoms, in Å:
1 N 1.41 -2.26 0.08  -0.90
2 C 0.45 -1.28 -0.33  0.32
3 C -1.04 -1.61 0.26  -0.42
4 C -1.78 -0.31 0.39  -0.21
5 C -0.94 0.56 1.43  -0.44
6 C 0.01 1.61 0.72  -0.22
7 N 0.33 1.28 -0.66  -0.48
8 C -0.84 1.36 -1.52  -0.19
9 C -2.00 0.43 -0.98  -0.44
10 C 1.10 0.08 -0.73  0.52
11 N 2.50 0.17 -0.73  -0.46
12 N 3.18 0.28 0.33  0.61
13 O 4.34 0.63 0.28  -0.51
14 O 2.67 -0.04 1.44  -0.64
15 O 0.57 -0.87 -1.64  -0.53
16 H 1.79 -2.85 -0.63  0.36
17 H 2.00 -1.88 0.73  0.40
18 H -0.97 -2.02 1.33  0.22
19 H -1.62 -2.18 -0.54  0.20
20 H -2.74 -0.70 0.93  0.19
21 H -0.22 -0.16 1.94  0.22
22 H -1.57 1.16 2.14  0.20
23 H -0.44 2.59 0.76  0.17
24 H 0.74 1.68 1.51  0.24
25 H -0.71 1.16 -2.61  0.22
26 H -1.26 2.45 -1.33  0.17
27 H -2.80 1.07 -0.85  0.19
28 H -2.15 -0.37 -1.71  0.20

Charge: -1
E_HOMO in eV: -4.32
Frontier orbital gap in eV: 7.708
Lowest unoccupied orbital energy in eV: 3.39

[6]
ORCA calculation (the ωB97M-V functional and the def2-TZVPD basis) on a single C19H22N2O3S molecule.

Each line ends with the natural charge from an NBO analysis.
Positions of all 47 atoms, in Å:
1 O -0.12 -2.72 -2.08  -0.62
2 C -0.56 -1.59 -2.24  0.67
3 C -0.04 -0.45 -1.41  -0.15
4 C -0.79 0.04 -0.34  -0.13
5 C -0.27 1.02 0.49  -0.27
6 C 1.02 1.50 0.27  0.14
7 N 1.53 2.48 1.12  -0.84
8 S 1.36 2.31 2.79  2.31
9 O -0.02 2.50 3.15  -0.93
10 O 2.34 3.19 3.35  -0.93
11 C 1.83 0.60 3.04  -0.26
12 C 0.86 -0.36 3.20  -0.21
13 C 1.24 -1.69 3.29  -0.20
14 C 2.58 -2.03 3.22  -0.18
15 C 3.55 -1.05 3.06  -0.21
16 C 3.17 0.28 2.97  -0.22
17 C 1.77 1.01 -0.79  -0.25
18 C 1.24 0.04 -1.62  -0.16
19 N -1.50 -1.29 -3.16  -0.43
20 C -2.01 0.03 -3.41  -0.21
21 C -3.50 0.18 -3.08  -0.42
22 C -4.40 -0.52 -4.09  -0.40
23 C -4.65 -2.01 -3.81  -0.40
24 C -3.44 -2.80 -3.31  -0.41
25 C -2.10 -2.38 -3.91  -0.23
26 H -1.78 -0.34 -0.16  0.21
27 H -0.85 1.42 1.30  0.25
28 H 2.46 2.80 0.89  0.41
29 H -0.18 -0.06 3.27  0.24
30 H 0.50 -2.46 3.41  0.22
31 H 2.88 -3.07 3.28  0.22
32 H 4.59 -1.31 3.02  0.22
33 H 3.89 1.07 2.86  0.23
34 H 2.76 1.39 -0.97  0.21
35 H 1.83 -0.35 -2.44  0.22
36 H -1.43 0.74 -2.81  0.23
37 H -1.85 0.27 -4.47  0.19
38 H -3.73 1.25 -3.09  0.22
39 H -3.70 -0.19 -2.07  0.20
40 H -5.37 -0.02 -4.12  0.21
41 H -3.96 -0.41 -5.09  0.19
42 H -5.45 -2.10 -3.07  0.20
43 H -5.02 -2.46 -4.73  0.20
44 H -3.35 -2.72 -2.23  0.21
45 H -3.61 -3.86 -3.53  0.22
46 H -2.21 -2.08 -4.96  0.19
47 H -1.40 -3.22 -3.85  0.25

Charge: 0
E_HOMO in eV: -8.74
Frontier orbital gap in eV: 9.300
Lowest unoccupied orbital energy in eV: 0.56

no.,maximum force (hartree/bohr)
1,0.064
2,0.061
3,0.043
4,0.059
5,0.068
6,0.020